# 1
Density functional theory data (ωB97M-V/def2-TZVPD) for C7H21O3PSTaV as an isolated structure at a distorted geometry.

```
35
Properties=species:S:1:pos:R:3:forces:R:3:mulliken_charge:R:1
C -3.245 -1.208 -2.213 -0.21 -0.62 -1.03 -0.695
O -2.051 -0.710 -1.630 -0.98 0.34 0.23 -0.319
C -2.222 0.505 -0.923 1.58 1.36 0.03 -0.334
C -1.099 1.508 -1.374 0.44 -0.53 -0.35 -0.720
C 0.308 1.166 -0.756 -0.31 0.70 -0.36 0.425
C 0.596 2.017 0.532 -0.94 -0.79 -0.55 -0.998
C 0.696 1.157 1.816 0.99 0.71 0.43 -0.035
C 2.054 0.360 1.915 -0.49 -0.43 0.60 -1.161
Ta 1.826 -1.897 1.416 2.33 2.07 -1.63 0.761
P 0.430 -2.340 3.600 -1.63 0.22 0.36 -0.051
S 1.565 -3.181 4.959 0.36 -0.01 -0.35 -0.189
H -3.519 -2.216 -1.835 0.33 0.53 0.01 0.218
H -4.132 -0.559 -2.090 0.55 -0.09 0.14 0.323
H -3.061 -1.305 -3.307 -0.22 -0.02 0.60 0.238
H -3.184 1.019 -1.101 0.15 -0.68 0.13 0.441
H -2.040 0.325 0.159 -0.53 0.06 -0.37 0.102
H -1.386 2.564 -1.173 0.15 -0.66 0.12 0.521
H -0.993 1.447 -2.485 -0.32 -0.10 0.58 0.055
H 1.093 1.369 -1.517 -0.50 -0.18 0.54 0.132
H 0.314 0.067 -0.569 0.13 0.51 0.10 -0.131
H -0.261 2.720 0.644 0.55 -0.37 0.11 0.398
H 1.484 2.646 0.341 -0.21 -0.41 0.49 0.413
H -0.165 0.472 1.966 0.20 0.51 -0.41 -0.026
H 0.682 1.861 2.681 -0.08 -0.47 -0.40 0.335
H 2.874 0.842 1.339 -0.43 -0.40 0.17 0.290
H 2.369 0.396 2.991 -0.01 -0.15 -0.68 0.331
H 3.337 -2.313 2.415 -0.46 -0.10 0.35 -0.018
H 1.638 -3.669 0.908 -0.12 0.18 -0.16 -0.032
H 0.167 -1.595 0.603 -0.30 -0.63 0.93 -0.172
H 2.776 -1.629 -0.136 -0.38 -0.40 0.28 -0.155
H -0.668 -3.180 3.211 0.34 0.47 0.29 0.157
H -0.175 -1.128 4.079 0.07 -0.56 -0.27 0.123
O 2.091 2.065 -3.371 -1.44 -0.94 -2.77 -0.919
V 1.331 1.491 -4.821 -0.12 -0.39 -0.15 1.523
O 0.569 0.930 -6.273 1.55 1.28 3.00 -0.829
```
Forces are in eV/Å.

The HOMO energy is -0.276 hartree. The HOMO-LUMO gap comes out at 1.7625 eV. Its net charge is 0.


# 2
Density functional theory data (ωB97M-V/def2-TZVPD) for one molecule with the formula C8H12N2O at a distorted geometry.

```
23
Properties=species:S:1:pos:R:3:forces:R:3:mulliken_charge:R:1
C -0.499 -0.750 1.934 1.78 -2.32 0.02 -0.352
C 0.566 1.212 -0.913 0.34 -0.28 -0.84 -0.403
C 0.111 -0.667 0.687 -0.87 -1.77 0.69 0.311
C 1.521 0.772 -1.985 -2.54 0.60 3.07 -0.123
C -0.708 1.327 1.372 2.36 -1.27 -4.12 0.539
C -1.030 2.758 1.487 -0.39 0.71 -1.71 -1.150
C -0.814 -2.542 -0.634 0.28 -0.80 -1.50 -1.167
C 0.498 -1.928 -0.162 -2.97 2.01 1.67 -0.413
N -0.032 0.657 0.247 -0.13 0.40 2.50 0.230
N 2.041 -0.379 -2.049 1.35 -0.89 -0.80 -0.612
O -0.902 0.427 2.317 -1.28 2.37 0.70 -0.315
H -0.570 -1.503 2.788 0.20 0.80 -1.95 0.332
H 0.262 2.205 -1.038 -0.51 1.33 -0.14 0.172
H 1.694 1.581 -2.689 0.08 0.17 -0.08 0.350
H -2.037 3.036 1.058 0.59 -0.56 0.74 0.251
H -0.378 3.361 0.770 -0.20 -0.79 1.40 0.260
H -0.970 3.038 2.540 0.08 0.35 -0.27 0.326
H -1.524 -2.427 0.123 -1.21 -0.67 1.43 0.367
H -0.755 -3.570 -1.044 0.21 0.31 0.76 0.347
H -1.317 -2.033 -1.456 0.56 0.66 -0.27 0.340
H 1.027 -1.579 -0.954 1.80 0.68 -2.20 0.050
H 1.114 -2.545 0.420 0.61 -1.06 0.91 0.483
H 2.702 -0.449 -2.820 -0.14 0.04 -0.02 0.177
```
Forces are in eV/Å.

The HOMO energy is -0.233 hartree. The calculation puts the energy above the lowest of the compared OMol25 structures with the same formula, charge and spin at 4.345 eV. The HOMO-LUMO gap comes out at 7.0935 eV. Its net charge is 0.


# 3
Density functional theory data (ωB97M-V/def2-TZVPD) for one molecule with the formula C3H9N3S at a distorted geometry.

```
16
Properties=species:S:1:pos:R:3:forces:R:3:mulliken_charge:R:1
C 2.509 -0.866 0.395 0.21 0.89 -5.01 -0.794
C 0.046 -0.103 -0.266 0.62 -0.52 1.48 0.500
C -2.623 0.711 0.087 -1.69 -2.07 -0.54 -0.710
H 2.317 -1.489 1.151 -0.13 -2.18 3.22 0.366
H 2.677 0.151 0.642 0.47 -0.04 1.34 0.416
H 3.485 -1.209 -0.232 -2.76 0.50 1.02 0.217
H 1.089 -1.826 -0.847 -0.68 1.13 0.38 0.240
H -3.724 0.201 0.603 3.10 1.72 -2.36 0.261
H -2.348 1.522 0.786 0.37 -0.73 -0.58 0.283
H -2.505 0.990 -1.068 -1.29 -0.09 2.82 0.237
H 1.538 2.605 -0.381 0.47 -1.71 0.25 0.279
H 2.096 0.945 -0.430 1.10 0.30 -2.14 0.183
N 1.142 -0.885 -0.424 3.37 -3.24 -0.89 -0.471
N 0.161 1.113 -0.007 1.82 3.69 0.76 -0.365
N 1.646 1.657 0.065 -4.83 1.41 0.21 -0.553
S -1.554 -0.846 0.065 -0.15 0.95 0.05 -0.090
```
Forces are in eV/Å.

The HOMO energy is -0.305 hartree. The calculation puts the energy above the lowest of the compared OMol25 structures with the same formula, charge and spin at 4.456 eV. The HOMO-LUMO gap comes out at 9.1388 eV. Its net charge is 0.


# 4
Density functional theory data (ωB97M-V/def2-TZVPD) for a 6-piece molecular cluster, H13NO5 overall.

```
19
Properties=species:S:1:pos:R:3:forces:R:3:mulliken_charge:R:1
N 1.360 -0.726 -0.181 -0.01 -0.64 -0.43 -0.804
H 1.392 0.223 -0.537 0.24 0.13 0.11 0.239
H 2.307 -1.017 0.039 0.06 0.37 0.31 0.272
H 1.152 -1.294 -0.999 -0.22 0.10 -0.11 0.213
H 1.223 1.777 1.397 0.15 -0.14 0.28 0.351
H 2.417 2.573 1.925 -0.18 -0.17 -0.18 0.315
O 1.862 2.450 1.144 0.08 0.22 -0.10 -0.647
H -1.800 -1.591 0.742 0.14 -0.07 0.02 0.328
H -0.471 -0.853 0.368 0.11 -0.09 0.03 0.365
O -1.442 -0.770 0.396 -0.30 0.11 -0.09 -0.648
H 1.026 -0.717 1.969 -0.14 0.11 -0.05 0.311
H 0.513 0.013 3.256 0.19 -0.26 -0.30 0.326
O 1.292 -0.152 2.705 -0.10 0.29 0.41 -0.642
H -0.744 -0.357 -3.509 0.09 -0.07 -0.10 0.308
H -0.952 -0.896 -2.114 -0.04 -0.08 0.01 0.351
O -0.318 -0.907 -2.844 -0.19 0.13 0.23 -0.638
H -3.014 0.230 -0.663 0.20 0.07 -0.01 0.340
H -2.511 1.258 -1.669 -0.01 0.06 0.11 0.299
O -3.292 0.754 -1.425 -0.07 -0.09 -0.13 -0.640
```
Forces are in eV/Å.

The HOMO energy is -0.415 hartree. The calculation puts the energy above the lowest of the compared OMol25 structures with the same formula, charge and spin at 0.713 eV. The HOMO-LUMO gap comes out at 11.6163 eV. Its net charge is 0.


# 5
Density functional theory data (ωB97M-V/def2-TZVPD) for C9H12N2O5S as an isolated structure at a distorted geometry.

```
29
Properties=species:S:1:pos:R:3:forces:R:3:mulliken_charge:R:1
C -1.537 1.375 -2.041 -0.15 0.14 0.03 -0.789
C -2.066 0.953 -0.896 0.16 -0.07 0.10 -0.204
C -2.200 -0.485 -0.476 -1.16 -0.45 -0.30 -1.004
C -0.976 -1.043 0.226 -0.13 -0.04 -0.05 -0.460
O -0.993 -2.495 0.284 0.43 0.15 0.19 -0.482
S 0.377 -2.903 1.037 -0.51 -0.35 0.10 1.169
O 0.131 -2.992 2.431 0.17 0.13 0.05 -0.613
O 0.965 -3.968 0.321 0.10 0.01 0.02 -0.548
O 1.168 -1.507 0.786 -0.30 -0.42 -0.47 -0.458
C 0.460 -0.796 -0.262 -0.34 0.71 0.71 1.041
N 1.009 0.474 -0.379 1.66 -0.82 0.19 -0.414
C 1.362 1.200 0.612 -0.48 0.34 -0.17 0.996
C 0.482 1.553 1.784 0.35 -0.23 0.40 -1.263
C 2.736 1.798 0.598 -0.49 1.09 -0.17 -1.406
O 0.839 -1.574 -1.427 -0.39 0.00 -0.25 -0.418
C 0.073 -1.505 -2.462 0.12 0.28 -0.05 0.625
N -0.570 -1.418 -3.413 -0.05 -0.20 -0.03 -0.520
H -1.041 2.339 -2.057 -0.81 0.41 -0.41 0.217
H -1.575 0.795 -2.953 0.81 -0.36 0.21 0.379
H -2.416 1.700 -0.187 0.81 -0.03 0.45 0.413
H -2.474 -1.151 -1.299 0.20 0.13 -0.14 0.453
H -3.015 -0.561 0.250 0.00 -0.14 -0.03 0.390
H -0.956 -0.741 1.277 -0.08 0.51 -0.16 0.819
H -0.551 1.686 1.468 0.00 -0.17 -0.03 0.227
H 0.536 0.803 2.580 -0.09 -0.07 -0.08 0.312
H 0.831 2.488 2.219 -0.04 -0.01 0.03 0.459
H 3.103 1.923 -0.417 0.13 -0.35 0.01 0.367
H 2.751 2.776 1.086 0.05 -0.04 0.04 0.420
H 3.379 1.139 1.187 0.01 -0.13 -0.17 0.292
```
Forces are in eV/Å.

The HOMO energy is -0.356 hartree. The HOMO-LUMO gap comes out at 9.5736 eV. Its net charge is 0.


# 6
Density functional theory data (ωB97M-V/def2-TZVPD) for C5H14NO3 as an isolated structure at a distorted geometry.

```
23
Properties=species:S:1:pos:R:3:forces:R:3:mulliken_charge:R:1
C -0.349 1.730 1.347 -0.26 -1.38 -0.08 -0.589
O -1.035 2.405 0.360 -1.14 0.97 0.20 -0.589
C -1.028 0.351 1.717 -0.89 1.57 0.95 -0.367
C 0.018 -0.799 1.870 -1.95 0.50 -0.03 -0.929
C 0.275 -1.415 0.539 1.67 0.63 -1.53 1.001
C -0.029 -2.710 0.265 -1.59 -2.94 0.81 -1.148
N 0.886 -0.765 -0.487 -1.78 -0.37 7.69 -0.322
H -0.328 2.314 2.298 0.66 -0.11 -1.00 0.299
H 0.588 1.399 0.902 0.86 0.83 0.73 0.314
H -1.755 0.254 0.870 0.32 -0.60 1.01 0.293
H -1.554 0.609 2.715 0.43 -1.18 -1.65 0.329
H 0.889 -0.342 2.258 1.18 0.37 0.34 0.411
H -0.311 -1.535 2.620 0.07 0.05 -0.57 0.345
H -0.034 -3.283 -0.646 0.74 0.82 -0.90 0.312
H -0.489 -3.416 0.969 0.26 0.91 0.46 0.283
H 0.864 0.253 -0.463 0.39 0.75 -0.34 0.346
H 0.973 -1.106 -1.432 0.80 -0.97 -1.43 0.460
H 0.321 -1.252 -2.960 0.38 0.44 -0.57 0.317
H 0.724 0.225 -2.435 -0.12 0.47 0.01 0.498
O 1.087 -0.741 -2.645 -0.27 -0.60 -4.03 -0.828
H -0.737 0.923 -1.645 0.30 0.28 -0.35 0.288
H -0.692 2.175 -0.541 0.59 0.10 0.51 0.397
O 0.145 1.341 -1.681 -0.66 -0.56 -0.24 -1.120
```
Forces are in eV/Å.

The spin multiplicity is 2. The HOMO energy (spin up / spin down) is -0.340 / -0.341 hartree. The calculation puts the energy above the lowest of the compared OMol25 structures with the same formula, charge and spin at 0.000 eV. The HOMO-LUMO gap (spin up / spin down) comes out at 9.6629 / 6.6907 eV. Its net charge is 0.


- What is the net charge in the first record?
  0